The following is a DFT calculation (ωB97M-V/def2-TZVPD) of 2 unconnected molecules or ions with the total composition C3H10NO2 in a non-equilibrium geometry.

```
16
Properties=species:S:1:pos:R:3:forces:R:3:nbo_charge:R:1
C -0.29697 0.45865 0.75773 3.910 0.710 0.575 -0.015
O -0.42075 0.64350 -0.55946 -0.162 -0.410 -0.029 -0.920
C 0.57121 -0.76933 1.16135 2.212 -0.593 -3.146 -0.047
C 2.03139 -0.71495 0.40457 -0.510 -1.892 3.783 -0.602
N -0.13688 -2.02752 0.85936 -1.270 0.189 -0.123 -0.865
H 0.37485 1.23800 1.31679 -0.986 0.072 -0.582 0.056
H -1.14594 0.35180 1.38475 -1.868 0.094 0.605 0.099
H 0.86492 -0.76172 2.19442 -0.355 0.134 0.819 0.153
H 2.11297 -1.08193 -0.57950 -0.390 -0.394 -1.197 0.197
H 2.82908 -1.28425 1.06307 -1.534 0.725 -1.192 0.160
H 2.33857 0.28078 0.46153 0.484 1.769 -0.242 0.201
H -0.08895 -2.31064 -0.12348 0.762 0.413 0.234 0.349
H -1.08969 -1.63735 0.82770 -0.057 -0.836 0.346 0.347
H -1.07493 1.55185 -1.45963 -1.011 0.467 -0.730 0.521
H -1.17245 2.08379 -3.03272 -0.488 -0.060 1.052 0.430
O -1.68225 2.09601 -2.19183 1.264 -0.389 -0.176 -1.064
```
Positions in Å, forces in eV/Å.

Summary:
- Net charge: -1
- Orbital gap: 7.86 eV
- Energy relative to the best compared isomer or geometry (same formula, charge and spin): 1.013 eV



The following is a DFT calculation (ωB97M-V/def2-TZVPD) of a molecular structure, C3H4NP in a non-equilibrium geometry.

```
9
Properties=species:S:1:pos:R:3:forces:R:3:nbo_charge:R:1
C -0.25479 1.07215 0.44286 1.687 1.242 3.688 -0.046
C 0.72049 0.14181 0.57421 3.673 0.528 2.531 -0.574
C -0.78616 0.02854 -1.36087 -1.435 0.267 -1.226 -0.193
N -1.14730 0.95574 -0.55254 -1.003 0.352 -0.687 -0.442
P 0.79469 -0.75790 -0.98691 -0.632 -0.878 -0.179 0.541
H -0.32330 1.89581 1.23304 -0.182 -1.040 -1.476 0.212
H 1.78677 0.34870 1.46037 -3.815 -0.911 -3.134 0.256
H -1.54496 -0.10929 -2.15309 0.993 -0.620 0.020 0.219
H 0.11305 -2.07912 -0.92603 0.714 1.060 0.463 0.027
```
Positions in Å, forces in eV/Å.

Summary:
- Orbital gap: 9.64 eV
- Energy relative to the best compared isomer or geometry (same formula, charge and spin): 1.581 eV



The following is a DFT calculation (ωB97M-V/def2-TZVPD) of a molecular structure, C45H95BeClN5O9 in a non-equilibrium geometry.

```
156
Properties=species:S:1:pos:R:3:forces:R:3:mulliken_charge:R:1
Be -21.80704 7.83744 14.43038 1.266 -0.062 -1.241 0.899
Cl -19.66978 5.73392 13.29883 -0.467 0.721 -1.771 1.273
O -18.80616 4.66059 13.01805 1.598 -0.684 0.003 -0.313
O -20.67614 5.26902 14.17790 -3.218 -0.690 1.866 -0.672
O -19.09275 6.83770 13.98767 1.542 1.512 0.544 -0.493
O -20.26234 6.21166 12.08464 -0.300 0.326 -0.395 -0.564
C -18.24001 1.10584 14.82894 -0.497 0.768 1.236 -1.065
C -19.51239 1.18484 15.81199 -1.547 -0.458 -1.730 1.683
C -20.73367 0.62854 14.96692 0.010 -0.535 -1.090 -0.888
C -20.71137 -0.89070 14.63640 -0.045 0.085 2.602 -0.650
C -20.59362 -1.54590 16.09349 0.341 -0.503 0.098 -1.600
C -19.38825 -1.06444 16.97121 0.299 -1.047 -0.742 1.715
N -19.39145 0.41215 17.04257 -2.949 -0.765 -0.740 0.147
O -18.59035 0.99937 18.00972 0.708 -0.453 -0.971 -0.348
C -19.35815 -1.72010 18.40400 -0.701 2.143 -1.234 -1.743
C -18.14717 -1.60148 16.25441 0.849 0.086 -0.802 -1.586
C -19.89866 2.67505 16.05703 0.614 -0.756 -0.468 -1.337
H -17.39826 1.53593 15.37170 0.419 -0.123 0.083 0.387
H -18.37065 1.77644 13.97962 -0.336 -0.088 -0.068 0.040
H -17.98580 0.09733 14.50278 -0.221 0.449 0.020 0.146
H -21.68826 0.95919 15.37623 0.019 -0.423 0.713 0.536
H -20.78056 1.12192 13.99611 0.626 0.454 -0.048 -0.140
H -19.95003 -1.13905 13.89694 0.643 0.000 0.566 0.207
H -21.58631 -1.28054 14.11620 -0.498 0.418 0.406 0.557
H -20.47697 -2.62895 16.13193 0.264 -0.252 -0.728 0.553
H -21.50511 -1.47956 16.68751 -0.372 0.845 -0.295 0.389
H -18.36405 -1.65470 18.84625 0.056 -0.523 -0.285 0.352
H -19.93037 -0.99176 18.97862 -0.558 -0.660 0.515 0.435
H -19.79168 -2.71556 18.30797 0.188 0.111 0.474 0.417
H -18.17496 -1.57543 15.16509 -0.171 0.803 0.038 0.281
H -17.33171 -0.98961 16.64011 0.624 -0.414 -0.294 0.320
H -17.90941 -2.66437 16.29729 -0.227 -0.136 1.305 0.445
H -20.78843 2.92295 16.63578 0.209 -0.777 0.734 0.341
H -20.23376 3.02862 15.08194 0.860 0.425 -0.161 0.143
H -19.00906 3.15346 16.46671 -0.274 0.616 -0.220 -0.029
H -17.82320 0.92915 17.43688 1.722 0.751 1.036 0.433
C -13.09469 3.37642 13.71400 -1.117 -0.600 0.176 -1.857
C -14.09257 4.47471 13.26517 0.688 -0.690 0.479 1.831
C -13.33752 5.79001 13.13405 0.396 0.657 0.098 -1.172
C -12.71088 6.02276 11.78686 2.409 -0.818 0.333 -1.006
C -13.68204 5.97566 10.68499 0.514 0.159 0.011 -1.208
C -14.42559 4.61137 10.69985 -2.080 -0.964 -0.727 1.517
N -14.73657 4.05504 12.03193 0.625 1.977 0.423 0.795
O -15.60056 2.94373 12.15331 1.069 1.447 -0.650 -0.338
C -15.77258 4.80704 9.93872 0.110 -0.426 0.829 -1.887
C -13.72468 3.43399 10.00316 1.894 0.080 -1.364 -1.402
C -15.18335 4.59517 14.33903 0.033 -0.450 -0.459 -2.416
H -13.67054 2.45395 13.78838 -0.133 -0.113 0.246 0.412
H -12.80426 3.65997 14.72561 0.662 -0.237 -0.162 0.462
H -12.30942 3.09124 13.01392 0.333 0.779 0.149 0.343
H -13.94612 6.64421 13.43079 -0.555 0.064 -0.395 0.397
H -12.55185 5.84785 13.88736 0.064 -0.487 0.133 0.531
H -11.95681 5.28006 11.52632 0.036 -0.911 0.579 0.329
H -12.00757 6.85544 11.77873 -0.687 0.791 0.081 0.498
H -13.12989 6.09342 9.75259 -0.205 -0.449 -0.274 0.533
H -14.16905 6.94561 10.78555 -1.591 -0.539 -0.213 0.277
H -16.15898 3.79852 9.79156 -0.368 0.268 -0.397 0.380
H -16.47199 5.34372 10.57974 -0.052 0.218 -0.084 0.359
H -15.63674 5.35289 9.00508 0.061 -0.214 -0.014 0.423
H -12.93700 3.83005 9.36223 0.185 0.146 -0.212 0.384
H -13.18996 2.71265 10.62110 -0.236 0.285 0.529 0.350
H -14.31012 2.82656 9.31294 -0.563 0.271 0.273 0.158
H -15.58464 3.58792 14.45089 -0.407 0.181 0.248 0.359
H -15.91933 5.27909 13.91631 -0.318 0.023 0.437 0.437
H -14.84207 4.91912 15.32223 0.210 0.198 -0.197 0.599
H -16.35328 3.47643 12.42020 -1.294 -0.639 0.191 0.289
C -19.26327 10.27172 13.97006 -1.334 0.122 0.249 -1.152
C -20.09474 10.72155 12.71060 1.603 1.536 0.694 1.457
C -19.20818 10.28860 11.53717 -1.109 1.600 -1.556 -1.421
C -19.97162 10.41212 10.21004 0.899 -1.463 -0.302 -0.716
C -21.18268 9.52959 10.26963 -0.095 0.435 1.185 -1.017
C -22.21370 10.08537 11.38311 1.005 -2.326 -1.661 1.229
N -21.42285 10.12002 12.63892 -0.627 -2.014 0.510 1.095
O -22.26039 10.34812 13.80806 0.824 -0.291 -0.607 -0.413
C -22.93219 11.29443 10.91732 -0.323 1.832 -0.096 -1.765
C -23.32807 9.05814 11.44327 -0.951 -0.897 0.472 -1.969
C -20.20953 12.31092 12.68925 0.676 0.108 0.357 -1.780
H -19.46651 9.24718 14.28169 -0.374 -0.426 -0.412 -0.150
H -19.52459 10.84931 14.85673 0.356 0.347 -0.076 0.280
H -18.19232 10.23408 13.77064 -0.108 0.597 -0.017 0.364
H -18.41546 11.01654 11.36451 0.356 -0.055 0.969 0.449
H -18.76122 9.29780 11.61866 -0.348 -0.076 0.223 0.422
H -19.25094 9.96036 9.52840 -0.194 0.041 -0.591 0.437
H -20.20270 11.38494 9.77608 0.171 0.337 0.638 0.336
H -20.84559 8.56292 10.64381 -0.152 -0.238 -0.037 0.256
H -21.52796 9.37948 9.24671 -0.990 0.150 0.323 0.489
H -22.31029 12.16140 10.69443 -0.006 -0.094 -0.048 0.290
H -23.51086 11.03620 10.03044 0.245 0.058 -0.099 0.451
H -23.69487 11.59826 11.63436 0.009 0.187 0.228 0.468
H -24.18306 9.34593 12.05504 0.118 0.319 0.281 0.382
H -23.77482 8.91840 10.45889 0.280 0.094 -0.157 0.489
H -23.07235 8.04750 11.76157 0.635 -0.132 0.160 0.253
H -19.24477 12.81728 12.65867 0.574 -0.626 0.313 0.458
H -20.63883 12.71434 13.60634 -0.409 -0.203 0.011 0.427
H -20.64393 12.82305 11.83070 -0.682 -0.752 -0.097 0.291
H -22.62380 11.23224 13.71940 -0.239 0.594 0.128 0.307
C -18.12090 6.25599 21.99985 -1.609 -0.181 -0.145 -1.888
C -17.81656 7.24481 20.83494 2.192 0.680 2.246 1.499
C -16.27694 7.22524 20.56360 0.276 -1.588 0.538 -1.205
C -15.82702 5.92000 19.84886 -1.474 0.922 0.049 -1.100
C -16.74986 5.67486 18.57526 0.918 -0.900 1.813 -0.999
C -18.31068 5.77478 18.80046 0.122 2.543 -0.266 2.009
N -18.56157 7.01098 19.61854 2.355 -0.208 -0.091 0.437
O -19.89120 7.29635 19.74813 -1.308 -0.011 0.335 -0.489
C -18.96875 6.24829 17.42620 0.850 -1.314 -0.301 -2.157
C -18.95562 4.53845 19.42711 -0.761 -0.162 -0.263 -1.521
C -18.00270 8.65879 21.44678 -1.675 -0.610 -0.363 -2.033
H -17.64976 5.27662 21.91637 -0.227 0.114 -0.009 0.264
H -19.20995 6.21185 22.01169 -0.434 -0.983 -0.791 0.508
H -18.14849 6.55709 23.04708 1.568 0.830 0.026 0.455
H -15.85377 8.14787 20.16637 -0.448 -0.036 -0.739 0.401
H -15.85451 7.21750 21.56838 0.106 -0.091 0.168 0.459
H -15.90973 5.06038 20.51393 -0.668 0.037 0.288 0.358
H -14.74995 5.86429 19.69101 -0.015 0.531 -0.845 0.476
H -16.50573 4.61866 18.46150 -0.355 -0.110 -1.126 0.262
H -16.34988 6.27805 17.76023 -0.483 -0.036 -0.152 0.472
H -18.52343 7.18158 17.08158 0.050 0.170 0.415 0.590
H -18.71497 5.55615 16.62331 0.017 -0.335 0.021 0.208
H -20.05460 6.33560 17.38839 -0.005 -0.087 0.562 0.503
H -18.90791 4.40525 20.50789 0.898 0.241 -0.166 0.319
H -20.03740 4.63151 19.33122 -0.133 -0.113 -0.544 0.456
H -18.62045 3.62786 18.93054 -0.133 -0.034 -0.017 0.220
H -17.34353 8.85812 22.29169 0.764 0.040 -0.726 0.430
H -18.94967 8.72664 21.98227 -0.541 -0.004 -0.438 0.428
H -18.01950 9.35602 20.60911 0.396 0.520 0.407 0.466
H -19.97023 8.14210 19.30085 -0.294 0.173 0.015 0.355
C -20.43382 2.24217 11.00415 0.245 -1.798 -0.525 -1.747
C -20.35654 1.39083 9.65519 0.268 3.816 -0.459 1.812
C -20.56540 2.51172 8.57365 0.418 -0.541 -1.118 -1.000
C -20.04725 2.08092 7.19921 0.215 0.474 0.210 -0.847
C -18.59149 1.59621 7.25555 -1.570 0.243 -0.925 -0.879
C -18.42436 0.37907 8.20492 -0.022 1.593 -0.943 1.401
N -18.93248 0.89132 9.50267 0.064 0.789 0.444 0.919
O -18.56723 0.04498 10.58619 -1.044 -0.936 -0.117 -0.518
C -19.17284 -0.80877 7.65134 0.015 -1.693 0.890 -1.864
C -16.92161 0.04996 8.23793 0.718 -0.653 1.147 -1.815
C -21.51974 0.48648 9.48362 -0.372 -2.742 1.063 -1.974
H -20.29168 1.55311 11.83668 0.425 0.131 0.197 0.009
H -21.40915 2.68624 11.20322 -0.091 0.103 -0.586 0.462
H -19.66453 3.01284 10.95560 -0.028 -0.143 0.267 0.217
H -21.60258 2.74685 8.33470 -0.435 -0.241 0.944 0.380
H -20.13143 3.46354 8.87995 0.422 -0.093 -0.016 0.318
H -20.14586 2.93185 6.52517 0.394 0.315 -0.022 0.443
H -20.70146 1.37805 6.68338 -0.067 -0.517 0.476 0.370
H -18.02386 2.49969 7.47830 0.579 -0.405 0.435 0.251
H -18.43019 1.34229 6.20787 0.819 -0.433 0.058 0.424
H -18.57341 -1.36135 6.92785 -0.175 0.288 -0.369 0.463
H -19.23053 -1.50463 8.48832 -0.024 -0.288 0.198 0.357
H -20.21332 -0.73613 7.33473 0.309 0.622 -0.271 0.233
H -16.53974 -0.48693 7.36959 -0.378 0.772 -0.671 0.454
H -16.27375 0.88133 8.51575 -0.229 0.491 -0.540 0.156
H -16.57466 -0.68270 8.96659 -0.860 -0.279 0.666 0.457
H -21.25757 -0.39968 10.06164 -0.247 -0.504 0.120 0.436
H -21.76969 0.09418 8.49787 0.420 0.448 -0.250 0.266
H -22.47200 0.79605 9.91429 0.246 0.668 0.083 0.450
H -17.73689 0.34733 10.96131 0.063 0.580 -0.296 0.285
```
Positions in Å, forces in eV/Å.

Summary:
- Net charge: +1
- Orbital gap: 1.70 eV
- Energy relative to the best compared isomer or geometry (same formula, charge and spin): 0.966 eV



The following is a DFT calculation (ωB97M-V/def2-TZVPD) of a molecular structure, C28H35F3N4P2Pb in a non-equilibrium geometry.

```
73
Properties=species:S:1:pos:R:3:forces:R:3:mulliken_charge:R:1
Pb 2.41732 1.15658 2.36286 0.730 -0.703 1.202 0.821
C -0.89226 -4.02345 4.31899 0.322 -0.136 1.058 -0.845
C -0.04893 -3.33635 3.54250 -0.179 0.026 0.345 -0.268
C -0.46489 -2.56122 2.33084 0.282 0.738 -0.600 -0.695
C -0.82864 -1.07179 2.57310 -0.227 -0.400 -0.209 1.666
C -2.24113 -0.78174 3.05765 -0.001 0.119 -0.317 -0.616
C -3.18439 -1.67352 3.40411 0.321 1.207 0.042 -0.349
C -3.14637 -3.17149 3.28594 -0.791 -0.286 0.564 -0.824
C -2.39271 -3.92136 4.41573 -0.731 -0.392 -0.756 -0.551
C 1.43175 1.86557 4.23022 -0.584 0.918 -0.061 -1.176
H -0.50732 -4.69744 5.11179 0.137 0.749 -0.399 0.319
H 1.02665 -3.21449 3.77070 -0.677 -0.767 -0.020 0.314
H -1.20086 -3.08957 1.71891 0.091 0.310 0.270 0.286
H 0.40139 -2.52342 1.67414 0.297 -0.146 0.049 0.473
H -0.09149 -0.69046 3.31373 -0.435 -0.037 -0.337 -0.546
H -0.67375 -0.52317 1.61528 -0.070 -0.094 0.477 -0.194
H -2.48075 0.30283 3.00696 0.007 -0.795 0.580 0.270
H -4.12272 -1.27653 3.84579 0.625 -0.139 -0.554 0.332
H -2.84467 -3.50555 2.28094 -0.290 0.056 0.603 0.193
H -4.20960 -3.44137 3.42631 0.447 -0.241 -0.320 0.376
H -2.68823 -3.45453 5.37978 0.437 -0.156 -0.395 0.320
H -2.85658 -4.92954 4.45773 0.473 0.305 0.025 0.409
H 1.92004 1.75442 5.22266 -0.243 0.030 -0.954 0.323
H 0.60641 1.12883 4.11970 0.027 0.565 0.514 0.277
H 1.06248 2.89780 4.05422 -0.116 -0.692 0.449 0.427
P -0.27781 2.19132 -1.04731 -2.565 2.238 -2.467 0.257
P 2.02936 -0.11417 -1.85512 -0.262 -2.265 -2.919 -0.101
N -2.02646 2.14938 -1.05960 -1.006 -0.436 0.893 0.454
N -0.31178 3.88759 -1.73037 0.869 0.014 0.442 0.322
N 0.91356 -1.47914 -2.13856 -0.870 0.178 0.708 0.250
N 3.31896 -0.77075 -2.92028 1.166 1.016 0.566 0.297
C -0.19402 1.35909 -2.70464 0.801 -0.533 -0.266 -0.822
C 1.26194 1.05217 -3.07672 0.139 0.086 0.162 -1.182
C -2.81010 2.33409 0.08652 -0.720 -0.120 -1.144 -0.546
C -4.14008 2.45545 -0.29822 1.022 -0.057 -0.145 -0.725
C -4.18571 2.35926 -1.72787 1.316 -0.016 -0.035 -0.808
C -2.87859 2.18982 -2.16617 -0.726 -0.161 0.696 -0.077
C 0.34703 4.94229 -1.09649 -0.179 0.378 -1.573 -0.479
C 0.42166 6.00948 -1.98931 -0.139 -0.854 0.070 -0.617
C -0.20537 5.61090 -3.22329 -0.506 -1.629 1.347 -0.725
C -0.71141 4.32216 -2.99886 1.264 1.017 0.243 -0.033
C 0.14527 -1.95051 -1.06155 -0.263 -0.454 -1.035 -0.415
C -0.79962 -2.85058 -1.53881 0.684 0.562 0.089 -0.201
C -0.63324 -2.94421 -2.95583 1.035 1.238 0.244 -1.329
C 0.38886 -2.05779 -3.30373 -0.556 -0.435 0.762 -0.115
C 3.44788 -1.57420 -4.06234 1.083 0.167 0.266 -0.112
C 4.80360 -1.68681 -4.39305 -1.150 0.760 1.111 -0.557
C 5.53262 -0.88562 -3.44783 -1.069 0.222 0.237 -0.622
C 4.60788 -0.31283 -2.58439 -0.042 -1.193 -1.024 -0.407
H -0.59845 1.94939 -3.54393 0.100 -0.175 0.797 0.216
H -0.79346 0.43391 -2.63447 0.320 0.223 0.019 0.683
H 1.31542 0.67520 -4.10828 0.143 -0.076 0.379 0.489
H 1.87585 1.96747 -3.03314 -0.178 -0.113 -0.113 0.516
H -2.33907 2.34981 1.05410 -0.057 0.020 0.095 0.461
H -4.98190 2.60809 0.35552 0.037 -0.032 0.076 0.418
H -5.04099 2.42710 -2.39339 0.148 -0.043 0.320 0.429
H -2.50114 2.06471 -3.17311 -0.310 0.000 0.382 0.381
H 0.68963 4.83006 -0.08041 0.078 0.065 -0.050 0.415
H 0.87255 6.96807 -1.80112 0.056 0.025 0.110 0.406
H -0.28154 6.13978 -4.16261 -0.129 0.150 0.267 0.427
H -1.31478 3.70821 -3.64468 0.168 0.146 0.012 0.238
H 0.35118 -1.59675 -0.06064 -0.012 -0.112 -0.214 0.243
H -1.53563 -3.37908 -0.94885 0.163 0.059 -0.001 0.454
H -1.18575 -3.57055 -3.64214 0.051 0.132 0.077 0.441
H 0.75665 -1.80155 -4.28505 -0.075 -0.022 0.211 0.491
H 2.60061 -2.02020 -4.55263 0.172 -0.021 0.176 0.190
H 5.22065 -2.27751 -5.19687 -0.150 0.089 0.080 0.434
H 6.60047 -0.75510 -3.40139 0.007 0.056 -0.025 0.419
H 4.72176 0.36535 -1.75451 0.158 -0.093 0.075 0.372
F 4.26401 -1.17728 3.70999 -0.394 0.265 0.203 -0.271
C 3.27068 -0.33201 4.15748 0.410 -0.956 0.120 0.174
F 2.23446 -1.18918 4.55704 0.570 0.669 -0.392 -0.220
F 3.76361 0.15664 5.35631 -0.454 -0.024 -1.086 -0.257
```
Positions in Å, forces in eV/Å.

Summary:
- Orbital gap: 7.02 eV
- Energy relative to the best compared isomer or geometry (same formula, charge and spin): 0.551 eV